# 1
DFT (ωB97M-V/def2-TZVPD) results for 7 unconnected molecules or ions with the total composition C60H77N7O5P in a non-equilibrium geometry.

```
150
Properties=species:S:1:pos:R:3
C 0.44 -7.25 2.17
C -0.67 -7.72 1.68
C -2.01 -8.44 1.15
C -2.82 -7.57 0.06
C -2.82 -5.99 0.35
C -1.74 -5.15 -0.51
N -1.14 -5.58 -1.76
C -0.16 -4.80 -2.54
C 0.42 -5.47 -3.90
O 0.11 -4.73 -5.10
C -1.21 -4.13 -5.07
C 0.30 -3.36 -2.07
C 1.39 -2.52 -2.95
C 0.90 -1.03 -3.33
C 2.78 -2.58 -2.11
C 3.52 -1.17 -1.91
C -0.34 -2.78 -0.72
C 0.02 -1.28 -0.17
O -0.79 -0.37 -0.53
O 1.21 -1.09 0.60
P 1.30 0.46 1.37
C 1.33 1.91 0.16
C 2.82 2.18 -0.47
C 0.07 0.68 2.78
C -1.47 0.89 2.35
C -1.37 -3.71 0.08
C -2.00 -3.15 1.48
C -0.82 -2.98 2.58
C -0.84 -4.06 3.77
C 0.34 -3.61 4.82
C 1.80 -3.52 4.15
C 3.01 -3.26 5.18
O 3.12 -1.88 5.65
C 3.59 -0.99 4.63
O 2.89 0.06 4.42
C 4.88 -1.21 3.71
C 5.40 -0.05 2.98
H 1.22 -6.75 2.86
H -1.67 -9.41 0.62
H -2.74 -8.68 2.02
H -3.93 -7.92 0.14
H -2.47 -7.88 -0.99
H -3.87 -5.53 0.09
H -2.67 -5.82 1.48
H -1.40 -6.50 -2.16
H -0.01 -6.55 -3.97
H 1.56 -5.59 -3.80
H -1.12 -3.09 -4.56
H -1.50 -3.91 -6.17
H -2.03 -4.80 -4.61
H 1.61 -3.05 -3.96
H 1.61 -0.64 -4.16
H 0.96 -0.26 -2.48
H -0.16 -0.99 -3.79
H 2.63 -3.11 -1.08
H 3.54 -3.27 -2.69
H 4.36 -1.35 -1.12
H 2.86 -0.34 -1.47
H 4.09 -0.80 -2.86
H 0.98 2.85 0.75
H 0.62 1.82 -0.74
H 3.56 1.48 0.06
H 2.76 1.90 -1.59
H 3.03 3.30 -0.33
H 0.16 -0.15 3.59
H 0.39 1.66 3.34
H -2.06 -0.11 2.26
H -2.06 1.62 3.05
H -1.46 1.41 1.31
H -2.37 -2.08 1.22
H -2.90 -3.76 1.84
H 0.19 -2.98 1.99
H -0.98 -1.94 3.07
H -1.83 -3.90 4.37
H -0.69 -5.15 3.44
H 0.12 -2.58 5.30
H 0.42 -4.36 5.70
H 1.81 -2.65 3.38
H 1.96 -4.49 3.53
H 2.88 -3.92 6.13
H 4.03 -3.59 4.72
H 5.44 -2.19 3.55
H 4.84 0.45 2.09
H 6.44 0.42 3.22
N 5.73 -3.61 -3.84
C 5.81 -3.73 -5.18
C 6.78 -4.48 -5.83
C 7.72 -5.14 -5.06
C 7.67 -5.03 -3.68
C 6.66 -4.27 -3.12
H 5.05 -3.19 -5.74
H 6.79 -4.54 -6.91
H 8.50 -5.73 -5.53
H 8.39 -5.54 -3.05
H 6.57 -4.15 -2.04
N -2.18 4.69 2.09
C -2.30 5.43 3.21
C -3.51 5.83 3.74
C -4.67 5.44 3.09
C -4.58 4.68 1.93
C -3.32 4.33 1.48
H -1.36 5.71 3.68
H -3.55 6.42 4.65
H -5.64 5.74 3.48
H -5.47 4.37 1.39
H -3.19 3.74 0.58
N -0.77 8.05 -0.08
C -1.17 9.05 -0.89
C -2.46 9.17 -1.38
C -3.39 8.21 -1.04
C -3.00 7.16 -0.21
C -1.69 7.13 0.24
H -0.40 9.78 -1.14
H -2.72 10.00 -2.03
H -4.41 8.27 -1.40
H -3.70 6.39 0.08
H -1.34 6.33 0.89
N 4.62 9.16 -0.28
C 5.02 7.88 -0.17
C 4.15 6.81 -0.01
C 2.79 7.07 0.04
C 2.35 8.38 -0.07
C 3.29 9.38 -0.23
H 6.09 7.72 -0.21
H 4.53 5.80 0.08
H 2.08 6.26 0.17
H 1.29 8.62 -0.04
H 3.00 10.42 -0.33
N -5.12 -6.51 3.55
C -6.35 -5.99 3.42
C -6.75 -4.82 4.04
C -5.84 -4.15 4.85
C -4.56 -4.68 5.01
C -4.25 -5.85 4.34
H -7.02 -6.54 2.78
H -7.76 -4.44 3.90
H -6.12 -3.24 5.36
H -3.83 -4.18 5.63
H -3.27 -6.30 4.42
N -3.96 8.61 -4.46
C -2.79 8.16 -4.95
C -2.21 8.63 -6.12
C -2.88 9.62 -6.83
C -4.10 10.09 -6.36
C -4.59 9.56 -5.18
H -2.30 7.39 -4.36
H -1.26 8.24 -6.46
H -2.47 10.01 -7.76
H -4.65 10.86 -6.89
H -5.53 9.90 -4.76
```

Output
Calculated total energy: -93402.2116 eV
Charge: +1
HOMO-LUMO gap: 0.216 Eh

These are the Löwdin partial charges, in e, on atoms 1 to 6:
1. C 0.065
2. C -0.106
3. C -0.181
4. C -0.199
5. C -0.134
6. C -0.036

=====

# 2
DFT (ωB97M-V/def2-TZVPD) results for 11 unconnected molecules or ions with the total composition C60H81BF17NO13 in a non-equilibrium geometry.

```
173
Properties=species:S:1:pos:R:3
C -6.30 -0.72 -1.82
C -6.09 0.56 -2.59
C -5.55 1.98 -1.88
C -4.15 1.73 -1.01
C -4.28 1.16 0.55
C -2.90 0.88 1.45
C -3.13 0.28 3.00
C -2.02 -0.61 3.49
C -1.37 1.14 0.83
C -1.30 1.68 -0.71
C -2.66 2.01 -1.63
C -2.45 2.62 -3.17
O -3.15 2.24 -4.24
C -1.19 3.73 -3.24
C -1.31 5.10 -4.13
N -2.55 5.40 -5.00
C 0.00 6.12 -4.05
C 1.36 5.78 -3.14
B 2.54 6.92 -3.25
C 2.25 8.50 -2.79
O 3.90 6.57 -3.73
C 1.47 4.39 -2.21
C 2.82 4.22 -1.35
C 2.95 3.11 -0.19
C 4.28 3.34 0.79
F 4.36 4.76 1.30
F 5.45 3.18 -0.12
C 4.29 2.39 2.12
F 2.92 2.33 2.73
F 5.12 3.13 3.14
C 5.00 0.92 1.96
F 5.05 0.38 3.37
F 6.45 0.99 1.55
C 4.29 -0.09 0.89
F 4.95 0.25 -0.43
F 2.79 0.10 0.82
C 4.53 -1.68 1.11
F 6.03 -1.88 1.14
F 4.06 -2.20 2.46
C 3.79 -2.67 0.02
F 3.25 -2.01 -1.18
F 2.60 -3.28 0.72
C 4.69 -3.94 -0.49
F 5.22 -4.69 0.70
F 3.72 -4.90 -1.14
C 5.83 -3.59 -1.61
F 6.12 -2.14 -1.79
F 5.55 -4.31 -2.90
F 7.12 -4.21 -1.11
C 0.17 3.40 -2.33
C 0.13 1.98 -1.54
O 1.00 0.98 -1.57
H -5.46 -1.54 -1.82
H -7.28 -0.88 -1.18
H -6.35 0.54 -3.74
H -6.36 2.36 -1.12
H -5.35 2.72 -2.76
H -5.36 0.98 0.95
H -4.08 0.50 3.64
H -0.95 -0.16 3.74
H -2.12 -1.78 3.61
H -0.41 0.91 1.46
H -2.75 4.57 -5.61
H -2.23 6.18 -5.65
H -0.05 7.10 -4.72
H 2.83 9.21 -3.54
H 2.68 8.75 -1.71
H 1.09 8.66 -2.82
H 3.93 5.59 -3.92
H 3.73 4.07 -2.11
H 3.05 5.27 -0.83
H 3.19 2.08 -0.74
H 1.97 3.06 0.46
C -6.00 -0.31 7.04
C -6.17 0.48 5.76
C -6.89 1.79 5.85
O -5.73 0.06 4.69
H -5.46 -1.24 6.82
H -5.43 0.27 7.76
H -6.98 -0.56 7.45
H -6.36 2.47 6.52
H -7.91 1.63 6.21
H -6.94 2.25 4.86
C -8.27 3.28 -5.48
C -7.79 4.27 -4.45
C -7.53 5.68 -4.91
O -7.63 3.94 -3.28
H -8.42 2.31 -5.01
H -9.22 3.62 -5.90
H -7.52 3.18 -6.27
H -8.45 6.12 -5.31
H -6.75 5.68 -5.67
H -7.19 6.28 -4.06
C 1.90 -7.09 -1.12
C 0.74 -7.84 -1.70
C 0.27 -9.07 -0.98
O 0.18 -7.45 -2.73
H 2.13 -6.22 -1.74
H 1.66 -6.74 -0.11
H 2.78 -7.73 -1.09
H -0.05 -8.81 0.03
H 1.08 -9.81 -0.95
H -0.58 -9.51 -1.52
C 10.89 -4.08 0.52
C 11.47 -4.79 -0.68
C 10.56 -5.03 -1.85
O 12.64 -5.16 -0.69
H 11.66 -3.97 1.29
H 10.55 -3.08 0.22
H 10.06 -4.66 0.93
H 10.20 -4.08 -2.25
H 9.71 -5.66 -1.54
H 11.11 -5.56 -2.64
C 5.57 5.41 -7.19
C 4.75 4.25 -6.67
C 4.51 3.11 -7.62
O 4.31 4.25 -5.53
H 5.66 6.17 -6.40
H 6.57 5.07 -7.47
H 5.07 5.86 -8.05
H 5.46 2.66 -7.91
H 3.96 3.46 -8.49
H 3.91 2.34 -7.11
C 8.02 -5.26 3.91
C 8.63 -6.53 4.41
C 9.76 -7.13 3.60
O 8.24 -7.07 5.44
H 7.22 -4.94 4.59
H 8.78 -4.47 3.87
H 7.59 -5.42 2.91
H 10.59 -6.42 3.55
H 9.40 -7.37 2.60
H 10.10 -8.05 4.09
C -13.32 2.44 -5.86
C -11.97 1.80 -5.66
C -11.94 0.39 -5.15
O -10.93 2.42 -5.90
H -13.19 3.46 -6.23
H -13.89 1.87 -6.60
H -13.86 2.48 -4.91
H -12.45 -0.27 -5.85
H -12.42 0.33 -4.17
H -10.90 0.06 -5.05
C -4.10 -5.66 3.66
C -3.02 -4.77 3.11
C -1.64 -5.36 2.97
O -3.26 -3.61 2.77
H -5.05 -5.11 3.70
H -4.24 -6.53 3.02
H -3.84 -5.97 4.68
H -1.67 -6.22 2.30
H -1.27 -5.66 3.96
H -0.97 -4.61 2.56
C -1.82 -5.52 8.44
C -3.02 -5.42 7.54
C -3.94 -4.25 7.74
O -3.24 -6.26 6.67
H -1.25 -6.42 8.19
H -1.18 -4.65 8.32
H -2.15 -5.61 9.48
H -3.40 -3.31 7.58
H -4.36 -4.27 8.75
H -4.76 -4.30 7.01
C 1.65 4.35 4.31
C 0.77 5.41 3.71
C 0.28 6.50 4.63
O 0.47 5.40 2.52
H 1.93 3.63 3.53
H 2.56 4.80 4.71
H 1.11 3.82 5.09
H 1.13 7.05 5.04
H -0.32 6.07 5.43
H -0.34 7.20 4.06
```

Output
SMILES: C=CCc1cc(C=C)cc2c1C(=O)c1c(N)cc(B(C)O)c(CCC(F)(F)C(F)(F)C(F)(F)C(F)(F)C(F)(F)C(F)(F)C(F)(F)C(F)(F)F)c1C2=O.CC(C)=O.CC(C)=O.CC(C)=O.CC(C)=O.CC(C)=O.CC(C)=O.CC(C)=O.CC(C)=O.CC(C)=O.CC(C)=O
Calculated total energy: -138478.3246 eV
HOMO-LUMO gap: 0.209 Eh

These are the Löwdin partial charges, in e, on atoms 1 to 6:
1. C -0.074
2. C -0.126
3. C -0.165
4. C -0.069
5. C 0.033
6. C -0.090

=====

Which HOMO belongs to each record? In order, -9.701; -6.674 eV.